1.
9
Properties=species:S:1:pos:R:3 method="wB97M-V/def2-TZVPD" relative_energy_ev=2.432 homo_ev="-9.14 / -9.32" e_lumo_ev="-0.95 / -0.70"
C -0.252 -1.557 -0.171
C -0.383 1.549 -0.233
Si 0.457 -0.025 0.541
I 2.836 0.026 -0.058
H -1.336 -1.771 -0.244
H 0.286 -2.112 -0.962
H -0.557 1.753 -1.248
H -1.079 1.886 0.547
H 0.029 0.252 1.828

=====

2.
59
Properties=species:S:1:pos:R:3 method="wB97M-V/def2-TZVPD" relative_energy_ev=0.793 homo_ev=-2.44 e_lumo_ev=1.84 charge=-1
Ga -0.061 0.250 0.409
Se -0.307 -0.693 -1.779
P -0.918 1.466 -2.372
Se -1.344 2.973 -0.918
C 0.512 2.113 -3.306
C 0.919 3.468 -3.196
C 1.928 3.964 -4.005
C 2.698 3.134 -4.796
C 2.317 1.801 -4.867
C 1.312 1.252 -4.100
C -2.447 0.991 -3.239
C -3.622 1.675 -3.016
C -4.735 1.367 -3.825
C -4.776 0.170 -4.546
C -3.569 -0.460 -4.811
C -2.383 -0.104 -4.151
H 0.432 4.048 -2.406
H 2.141 5.038 -3.979
H 3.573 3.509 -5.293
H 2.838 1.167 -5.583
H 1.070 0.193 -4.219
H -3.686 2.455 -2.261
H -5.605 2.050 -3.809
H -5.744 -0.195 -4.967
H -3.498 -1.242 -5.552
H -1.460 -0.583 -4.389
O 2.703 1.325 0.990
C 3.411 0.268 0.292
C 3.279 -1.135 0.909
C 2.343 -1.419 2.093
C 1.503 -2.647 1.819
C 1.983 -3.913 1.446
C 1.068 -4.921 1.425
C -0.299 -4.637 1.454
C -0.667 -3.326 1.806
N 0.187 -2.354 2.028
H 2.874 2.157 0.437
H 4.495 0.583 0.303
H 3.096 0.214 -0.785
H 4.304 -1.478 1.196
H 3.008 -1.820 0.130
H 1.660 -0.606 2.340
H 2.944 -1.620 3.015
H 2.993 -4.088 1.147
H 1.343 -5.979 1.501
H -1.040 -5.426 1.377
H -1.727 -3.035 1.833
Br -0.040 -1.297 8.169
C -0.845 -0.192 6.871
C -2.248 -0.107 6.520
C -2.669 0.102 5.280
C -1.777 0.981 4.441
C -0.440 0.817 4.858
C -0.023 0.643 6.089
H -2.818 -0.325 7.409
H -3.562 -0.194 4.747
H 0.342 0.853 4.063
H 0.877 1.179 6.422
O -1.844 1.590 3.350

=====

3.
54
Properties=species:S:1:pos:R:3 method="wB97M-V/def2-TZVPD" homo_ev="-10.23 / -10.23" e_lumo_ev="-4.38 / -4.38" charge=+1
Pd -1.268 -1.172 0.031
C 0.308 3.730 5.763
O 0.181 3.422 4.377
C 0.060 2.141 4.004
C 0.051 1.066 4.929
C -0.076 -0.198 4.447
C -0.219 -0.487 3.061
C -0.339 -1.840 2.675
C -0.104 -2.967 3.643
O -0.643 -2.273 1.513
C -0.198 0.618 2.132
O -0.247 0.481 0.845
C -0.059 1.912 2.650
H 0.394 4.810 5.815
H 1.203 3.273 6.185
H -0.575 3.409 6.317
H 0.139 1.236 5.990
H -0.089 -1.014 5.156
H 0.835 -2.850 4.181
H -0.111 -3.906 3.097
H -0.915 -2.989 4.374
H -0.038 2.746 1.963
Se -1.032 -5.070 -0.660
Te -2.561 -3.294 -1.029
Te -4.008 -3.191 1.292
Se -3.319 -0.757 1.237
O 3.955 -0.600 -4.414
C 4.024 -1.592 -3.415
C 2.751 -1.572 -2.617
C 2.570 -2.467 -1.570
C 1.396 -2.431 -0.847
N 0.432 -1.563 -1.138
C 0.580 -0.694 -2.148
C 1.734 -0.673 -2.910
C -0.593 0.180 -2.401
C -0.625 1.121 -3.410
C -1.780 1.857 -3.639
C -1.828 2.868 -4.760
O -0.561 3.395 -5.077
C -2.881 1.610 -2.835
C -2.789 0.668 -1.830
N -1.672 -0.028 -1.610
H 4.764 -0.613 -4.934
H 4.863 -1.419 -2.731
H 4.147 -2.592 -3.846
H 3.332 -3.192 -1.315
H 1.194 -3.109 -0.028
H 1.862 0.016 -3.729
H 0.241 1.301 -4.029
H -2.557 3.648 -4.525
H -2.182 2.360 -5.660
H -0.325 4.073 -4.435
H -3.808 2.151 -2.970
H -3.615 0.460 -1.162

=====

4.
41
Properties=species:S:1:pos:R:3 method="wB97M-V/def2-TZVPD" relative_energy_ev=1.252 smiles="O=C(Cn1cccc1C(=O)c1ccccc1)NCc1ccccn1" homo_ev=-8.73 e_lumo_ev=0.19
O -1.510 1.366 -3.549
C -1.141 0.694 -2.607
N 0.058 0.785 -2.024
H 0.343 0.118 -1.307
C 1.084 1.666 -2.521
C 2.447 1.042 -2.390
N 2.542 -0.013 -1.596
C 3.720 -0.587 -1.433
C 4.876 -0.136 -2.050
C 4.782 0.972 -2.879
C 3.549 1.575 -3.055
H 3.434 2.438 -3.694
H 5.657 1.358 -3.383
H 5.819 -0.635 -1.890
H 3.728 -1.446 -0.776
H 0.860 1.904 -3.566
H 1.074 2.611 -1.957
C -2.074 -0.324 -1.917
N -2.591 0.243 -0.700
C -3.634 1.091 -0.658
C -3.863 1.469 0.649
C -2.921 0.807 1.432
C -2.128 0.040 0.579
C -0.980 -0.771 0.914
O -0.132 -1.119 0.096
C -0.844 -1.157 2.343
C 0.428 -1.160 2.910
C 0.602 -1.531 4.229
C -0.488 -1.925 4.987
C -1.752 -1.954 4.420
C -1.934 -1.570 3.104
H -2.917 -1.613 2.658
H -2.599 -2.279 5.007
H -0.353 -2.219 6.018
H 1.589 -1.519 4.667
H 1.268 -0.860 2.301
H -2.798 0.894 2.494
H -4.623 2.144 0.989
H -4.148 1.378 -1.555
H -1.524 -1.240 -1.695
H -2.904 -0.536 -2.596

=====

Number 1: E_tot -18130.4754 eV. Number 2: E_tot -295349.8753 eV. Number 3: E_tot -184089.1336 eV. Number 4: E_tot -28544.8446 eV.